Entry 1:
Below is a 2-piece molecular cluster, C2H5OS overall, with properties calculated with ωB97M-V/def2-TZVPD.

Gap between HOMO and LUMO ... 0.250 Eh
DFT total energy ... -552.65332 hartree
Energy relative to the best compared isomer or geometry (same formula, charge and spin) ... 0.110 eV

ORCA input file:
```
! wB97M-V def2-TZVPD RIJCOSX def2/J DEFGRID3
* xyz -1 1
S -1.29070 -2.28195 0.87312
H -1.74461 -1.06123 0.62746
O 2.20259 0.31217 0.02760
C 1.08849 -0.05430 -0.28641
C -0.08901 0.87877 -0.19466
H 0.91337 -1.08180 -0.60921
H -0.87245 0.56698 -0.88243
H -0.47188 0.83270 0.82570
H 0.26419 1.88867 -0.38117
*
```

Entry 2:
Below is C27H30N5O5SeZr as an isolated structure, with properties calculated with ωB97M-V/def2-TZVPD.

Gap between HOMO and LUMO ... 0.221 Eh
DFT total energy ... -4145.19244 hartree
Energy relative to the best compared isomer or geometry (same formula, charge and spin) ... 0.694 eV

ORCA input file:
```
! wB97M-V def2-TZVPD RIJCOSX def2/J DEFGRID3
* xyz 1 1
Zr 1.23880 -0.01920 0.37214
N 2.87561 0.68591 2.07409
C 3.25835 -0.57306 2.76421
C 3.04001 -1.76688 1.83355
O 3.96250 -2.51464 1.55522
N 1.75859 -1.85163 1.36863
C 1.52042 -2.99002 0.46944
C 1.90904 -2.55765 -0.94091
O 2.56737 -3.18682 -1.71909
O 1.48096 -1.30818 -1.16290
H 2.65396 1.38888 2.76762
H 3.67990 1.02135 1.55443
H 4.29815 -0.57693 3.08472
H 2.61310 -0.69220 3.63377
H 2.08604 -3.87011 0.76574
H 0.45237 -3.21786 0.46175
C -0.43704 2.92686 -0.03599
O 0.41872 2.18794 0.85024
C 0.42353 2.66670 2.19521
C -0.07911 1.57642 3.14256
O 0.21218 0.29763 2.59523
C -0.41569 -0.75245 3.34819
H -0.05592 3.94224 -0.15108
H -1.45781 2.93807 0.34620
H -0.44364 2.39986 -0.98581
H -0.22616 3.53789 2.27629
H 1.43488 2.99522 2.43683
H -1.15901 1.66277 3.29401
H 0.39972 1.68139 4.12229
H -1.49887 -0.62086 3.33372
H -0.05239 -0.73603 4.37775
H -0.14187 -1.68609 2.87073
Se 5.13493 -1.10723 -0.97956
N 5.37458 -0.16629 -2.45260
C 4.42587 0.75439 -2.51046
C 4.16713 1.68487 -3.55800
C 3.08220 2.49277 -3.41626
C 2.22379 2.38026 -2.27982
N 2.42943 1.56540 -1.27652
C 3.55446 0.78707 -1.38253
N 3.79105 -0.08853 -0.43138
H 4.81073 1.71980 -4.42647
H 2.81978 3.21596 -4.17485
H 1.33343 2.99653 -2.24618
C -6.24787 0.26862 0.29681
C -5.58901 0.53096 1.48881
C -4.20569 0.50293 1.52626
C -3.44461 0.19213 0.39397
C -4.12612 -0.05739 -0.80212
C -5.51060 -0.01468 -0.84409
C -1.97478 0.20034 0.56185
C -0.97554 -0.34167 -0.16571
C -1.32340 -1.15368 -1.35963
C -1.83146 -2.44412 -1.20974
C -2.17436 -3.20398 -2.31768
C -2.01309 -2.68876 -3.59607
C -1.49297 -1.41285 -3.75792
C -1.14072 -0.65789 -2.64922
H -7.32863 0.29225 0.25324
H -6.15146 0.76138 2.38402
H -3.69575 0.71874 2.46050
H -3.58239 -0.27435 -1.70828
H -6.01882 -0.20660 -1.78011
H -1.70733 0.75630 1.45541
H -1.98645 -2.84102 -0.21257
H -2.57521 -4.20026 -2.18166
H -2.28275 -3.28124 -4.45998
H -1.35601 -1.00594 -4.75175
H -0.72906 0.33728 -2.78852
*
```

Entry 3:
Below is C18H11Br4CeF6NO8S2 as an isolated structure, with properties calculated with ωB97M-V/def2-TZVPD.

Gap between HOMO and LUMO ... 0.229 Eh
DFT total energy ... -13515.98972 hartree
Energy relative to the best compared isomer or geometry (same formula, charge and spin) ... 2.249 eV

ORCA input file:
```
! wB97M-V def2-TZVPD RIJCOSX def2/J DEFGRID3
* xyz 0 1
Ce 1.39049 0.48966 0.24480
Br -5.44841 2.06476 0.42000
C -3.78071 1.23156 0.69790
C -3.73071 -0.05494 1.19850
Br -5.31071 -0.97934 1.63560
C -2.49061 -0.66154 1.36370
Br -2.33151 -2.39994 2.06240
C -1.29051 -0.05984 1.00520
O -0.14741 -0.68474 1.13680
C -1.34111 1.27886 0.45990
O -0.25481 1.88356 0.06220
C -2.59411 1.88116 0.36520
Br -2.61841 3.64926 -0.29230
F 3.16569 0.46006 5.42440
C 2.27719 1.03486 4.62360
F 2.38169 2.35086 4.77890
F 1.06289 0.66306 5.01620
S 2.50239 0.60656 2.81300
O 1.62119 1.51526 2.13260
O 2.22569 -0.77924 2.63130
N 4.01359 1.01386 2.60190
S 4.41529 0.81756 1.09260
O 5.79969 0.59136 0.88920
O 3.46799 -0.04554 0.42790
C 4.08749 2.51596 0.31950
F 4.43839 3.47996 1.16810
F 2.77439 2.69136 0.04740
F 4.76049 2.68066 -0.80900
C -3.27781 -3.19814 -1.44330
C -2.15431 -2.21974 -1.58210
C -2.37111 -0.94244 -2.07810
C -1.31911 -0.06694 -2.30660
C -1.56941 1.29346 -2.88620
C -0.00181 -0.47814 -2.03110
C 0.22269 -1.74024 -1.43900
C 1.61229 -2.23404 -1.05790
C -0.86141 -2.59024 -1.23730
C 1.16869 0.36856 -2.59860
O 1.19529 0.57306 -3.79950
O 2.04719 0.75216 -1.75120
H -4.20951 -2.77604 -1.81030
H -3.40761 -3.49494 -0.40480
H -3.05271 -4.09964 -2.01080
H -3.37821 -0.62374 -2.31120
H -2.63081 1.53876 -2.88710
H -1.18431 1.33296 -3.90200
H -1.01921 2.04236 -2.31640
H 2.39069 -1.64074 -1.55260
H 1.72239 -3.27954 -1.35010
H 1.73319 -2.18324 0.04610
H -0.70071 -3.56844 -0.80720
*
```